Model A:
A cluster of 2 separate species, C4H10N2OS in total. Source: the Open Molecules 2025 dataset; level of theory: wB97M-V/def2-TZVPD.

```
! wB97M-V def2-TZVPD RIJCOSX def2/J DEFGRID3
* xyz 0 1
C 0.347 -1.563 1.765
C -0.571 -0.361 1.668
C 0.071 0.838 0.920
C 0.497 0.339 -0.493
N 0.131 0.484 -3.181
N 0.394 1.328 -1.421
O -1.962 0.048 -4.356
S -1.385 0.712 -3.247
H 0.029 -2.325 2.373
H 0.402 -1.837 0.740
H 1.265 -1.225 2.155
H -1.521 -0.540 1.175
H -0.680 -0.063 2.732
H -0.766 1.527 0.812
H 0.975 1.429 1.431
H -0.153 -0.517 -0.896
H 1.662 0.061 -0.461
H 1.266 1.664 -1.717
*
```

Properties
- Molecular weight: 134.20 g/mol
- Gap between HOMO and LUMO: 9.31 eV

Model B:
A cluster of 2 separate species, C4H10N2OS in total. Source: the Open Molecules 2025 dataset; level of theory: wB97M-V/def2-TZVPD.

```
! wB97M-V def2-TZVPD RIJCOSX def2/J DEFGRID3
* xyz 0 1
C 1.361 1.464 0.481
C 1.618 0.408 -0.571
C 2.510 -1.518 1.062
C -3.044 -0.020 -0.487
N 0.431 1.117 1.228
N -2.013 -0.700 -1.219
O -0.208 1.559 2.208
S 3.132 -0.487 -0.124
H 1.427 -1.692 1.164
H 2.024 2.285 0.331
H 0.838 -0.396 -0.743
H 1.719 0.867 -1.478
H 3.120 -1.870 1.742
H -3.811 0.268 -1.189
H -3.455 -0.907 0.030
H -2.767 0.692 0.175
H -1.280 -1.062 -0.675
H -1.602 -0.007 -1.933
*
```

Properties
- Molecular weight: 134.20 g/mol
- Gap between HOMO and LUMO (spin up / spin down): 9.34 / 6.42 eV

Most stable to least stable, the ends of the list are model A and model B.

Model A:
A cluster of 2 separate species, C4H9S in total. Source: the Open Molecules 2025 dataset; level of theory: wB97M-V/def2-TZVPD.

```
! wB97M-V def2-TZVPD RIJCOSX def2/J DEFGRID3
* xyz -1 1
C -1.319 -1.353 -1.699
C -2.504 -0.752 -1.769
H -1.267 -2.439 -1.636
H -0.373 -0.844 -1.633
H -3.418 -1.291 -1.996
H -2.619 0.244 -1.348
C 2.223 0.705 1.317
C 0.749 1.101 1.200
S -0.338 -0.371 1.251
H 2.495 0.008 0.519
H 2.339 0.122 2.234
H 2.953 1.527 1.348
H 0.592 1.548 0.212
H 0.486 1.797 1.999
*
```

Properties
- Molecular weight: 89.18 g/mol
- Gap between HOMO and LUMO: 6.45 eV

Model B:
A cluster of 2 separate species, C4H9S in total. Source: the Open Molecules 2025 dataset; level of theory: wB97M-V/def2-TZVPD.

```
! wB97M-V def2-TZVPD RIJCOSX def2/J DEFGRID3
* xyz -1 1
S -0.808 1.955 -1.718
H -1.533 2.700 -2.555
C 0.931 0.958 0.966
C 0.679 -0.529 0.850
C -0.597 -0.819 0.073
C -0.797 -1.883 -0.696
H 0.127 1.445 1.526
H 1.819 1.192 1.568
H 0.970 1.523 0.035
H 0.643 -1.018 1.829
H 1.491 -1.056 0.332
H -1.290 0.016 0.057
H -1.631 -1.881 -1.386
H -0.005 -2.603 -0.880
*
```

Properties
- Molecular weight: 89.18 g/mol
- Gap between HOMO and LUMO: 6.70 eV

Model C:
A cluster of 2 separate species, C4H9S in total. Source: the Open Molecules 2025 dataset; level of theory: wB97M-V/def2-TZVPD.

```
! wB97M-V def2-TZVPD RIJCOSX def2/J DEFGRID3
* xyz -1 1
C -3.296 -0.325 1.482
S -1.680 0.448 1.091
H -4.136 0.346 1.303
H -3.386 -1.208 0.851
H -3.355 -0.653 2.526
C 0.916 0.537 -1.398
C 2.250 -0.055 -1.049
C 2.640 -0.264 0.200
H 0.460 -0.021 -2.215
H 0.250 0.661 -0.531
H 0.989 1.548 -1.800
H 2.882 -0.192 -1.931
H 3.556 -0.749 0.493
H 1.910 -0.073 0.979
*
```

Properties
- Molecular weight: 89.18 g/mol
- Gap between HOMO and LUMO: 6.09 eV

Most stable to least stable, the ends of the list are model B and model A.

Model A:
An isolated molecule of C5H13NOS. Source: the Open Molecules 2025 dataset; level of theory: wB97M-V/def2-TZVPD.

```
! wB97M-V def2-TZVPD RIJCOSX def2/J DEFGRID3
* xyz 0 1
C 1.616 -0.538 -0.454
C 0.107 -0.243 -0.567
C -0.763 -1.278 0.136
C -0.659 -1.185 1.660
S -1.357 -2.622 2.536
N -0.210 1.103 -0.090
C -0.215 2.231 -0.981
O 1.041 2.893 -0.913
H 1.749 -1.621 -0.591
H 2.182 -0.125 -1.291
H 2.006 -0.165 0.490
H -0.064 -0.232 -1.643
H -0.471 -2.266 -0.221
H -1.777 -1.037 -0.146
H 0.366 -1.002 1.981
H -1.295 -0.354 1.957
H -2.130 -3.082 1.543
H 0.142 1.309 0.832
H -1.045 2.848 -0.627
H -0.356 1.837 -1.986
H 1.133 3.530 -1.625
*
```

Properties
- Structure (SMILES): C[C@@H](CCS)NCO
- Molecular weight: 135.23 g/mol
- Gap between HOMO and LUMO: 9.65 eV

Model B:
A cluster of 2 separate species, C5H13NOS in total. Source: the Open Molecules 2025 dataset; level of theory: wB97M-V/def2-TZVPD.

```
! wB97M-V def2-TZVPD RIJCOSX def2/J DEFGRID3
* xyz 0 1
C -0.769 -1.385 2.204
C 0.491 -0.600 2.462
N 0.226 0.727 2.813
O 1.624 -1.001 2.369
H -0.953 -2.137 2.983
H -0.509 -2.065 1.374
H -1.600 -0.743 1.950
H 0.951 1.283 3.265
H -0.490 1.239 2.324
C 1.154 -0.698 -2.329
C 0.539 -0.207 -1.045
S -0.923 0.900 -1.303
C -1.180 1.088 -3.089
H 1.772 0.083 -2.797
H 0.376 -1.116 -2.960
H 1.871 -1.517 -2.164
H 0.263 -1.070 -0.436
H 1.170 0.441 -0.437
H -1.198 2.165 -3.285
H -0.380 0.678 -3.695
H -2.146 0.674 -3.353
*
```

Properties
- Structure (SMILES): CC(N)=O.CCSC
- Molecular weight: 135.23 g/mol
- Gap between HOMO and LUMO: 9.28 eV

Most stable to least stable, the ends of the list are model B and model A.